No. 1
The following is a quantum chemistry calculation of C17H37NSi4SnTe as an isolated structure in a non-equilibrium geometry, from the OMol25 dataset.

```
61
Properties=species:S:1:pos:R:3:lowdin_charge:R:1
C -2.59265 2.09238 1.13723 -0.299
C -1.70845 2.14103 0.01460 -0.174
C -0.44178 1.65418 0.43314 -0.220
C -0.51761 1.30281 1.81204 -0.225
C -1.85331 1.59766 2.26567 -0.294
Sn -2.35561 -0.58286 0.78738 1.312
C 1.27304 -0.79506 -1.51744 -0.421
C -0.23314 -1.09066 -1.29194 -0.674
C -1.06810 -0.62679 -2.29309 -0.037
N -0.64986 -1.55074 -0.15725 -0.208
H 0.46570 1.67050 -0.16847 0.051
H -1.90606 2.58744 -0.96212 0.105
H 0.31532 0.94833 2.41992 0.062
H -2.17025 1.62990 3.31018 0.094
H -3.62849 2.44366 1.14825 0.093
H 1.33178 0.18444 -2.04837 0.043
H 0.05262 -2.08873 0.39490 0.025
H 1.75905 -1.59023 -2.09618 0.037
H -0.61772 -0.10794 -3.13382 0.042
H -2.13464 -0.88032 -2.29529 0.027
C 0.53834 -4.16433 3.18078 -0.218
Si 2.13589 -4.39210 2.21638 0.364
C 3.39935 -5.35631 3.22958 -0.198
C 1.82652 -5.21718 0.55840 -0.217
Si 3.07769 -2.25139 1.81286 0.147
Te 2.51430 -0.35482 0.28804 0.985
Si 3.37071 -1.13557 3.87734 0.322
C 4.61991 -2.12872 4.86638 -0.206
C 3.99787 0.60808 3.57125 -0.225
C 1.70210 -1.05592 4.73263 -0.214
Si 5.11811 -2.34795 0.63121 0.240
C 6.25102 -3.43017 1.68349 -0.228
C 4.85060 -3.26506 -0.98405 -0.214
C 6.10689 -0.76257 0.39292 -0.237
H -0.03831 -5.09497 3.09842 0.032
H -0.08095 -3.34421 2.79396 0.020
H 0.72931 -3.96609 4.24264 0.020
H 2.96166 -6.34588 3.41947 0.038
H 4.34799 -5.49724 2.69940 0.014
H 3.61759 -4.88568 4.19512 0.013
H 1.37389 -4.53450 -0.17011 0.026
H 2.75214 -5.60677 0.11930 0.024
H 1.13492 -6.05285 0.71944 0.030
H 5.59762 -2.19767 4.37489 0.015
H 4.75355 -1.58853 5.81474 0.036
H 4.27731 -3.14436 5.09659 0.012
H 3.44279 1.13960 2.78980 -0.006
H 3.87443 1.15754 4.51379 0.032
H 5.06002 0.61904 3.30115 0.026
H 0.88674 -0.74718 4.06666 0.018
H 1.42559 -2.01516 5.18502 0.017
H 1.78599 -0.30838 5.53275 0.033
H 5.86774 -4.45047 1.79106 0.006
H 7.20402 -3.47259 1.13548 0.031
H 6.44649 -3.01124 2.67646 0.008
H 4.05083 -2.83392 -1.59775 0.014
H 5.78579 -3.21965 -1.55981 0.035
H 4.61953 -4.32318 -0.80615 0.021
H 5.53284 -0.00125 -0.14915 -0.014
H 6.44400 -0.33499 1.34838 0.026
H 7.00209 -1.00396 -0.19921 0.033
```

Computed properties:
Kohn-Sham gap ... 6.517 eV
E ... -64354.3438 eV
LUMO ... -0.577 eV
Spin multiplicity ... 1
F_max ... 4.99 eV/Å

No. 2
The following is a quantum chemistry calculation of a 9-piece molecular cluster, C46H51FN11O overall in a non-equilibrium geometry, from the OMol25 dataset.

```
110
Properties=species:S:1:pos:R:3:lowdin_charge:R:1
C -0.26217 0.87748 -5.42724 0.187
C -0.22260 -0.38392 -5.03907 -0.040
N 0.13997 -1.81485 -4.70599 -0.084
C -0.72397 -2.33044 -3.59072 -0.039
C -0.03558 -2.52664 -2.15828 -0.218
F -0.49843 -1.52508 -1.18419 -0.059
N 1.44720 -2.59257 -2.12000 0.066
C 2.11552 -1.63132 -3.05060 -0.522
N 3.62864 -1.76847 -2.99359 0.091
O 1.82493 -0.27277 -2.63046 -0.018
C 1.61806 -2.00328 -4.54056 -0.025
H -0.34475 1.85425 -6.05282 0.097
H -0.12913 -2.35062 -5.57007 0.204
H -1.26331 -3.30469 -3.94625 0.126
H -1.58256 -1.54997 -3.44898 0.167
H -0.41610 -3.54751 -1.73647 0.174
H 1.81679 -3.55374 -2.20081 0.140
H 3.88148 -1.11577 -2.21549 0.098
H 3.99904 -1.29601 -3.85271 0.068
H 1.93163 -0.22952 -1.64843 0.126
H 1.83214 -3.14334 -4.68133 0.173
H 2.25713 -1.46696 -5.35843 0.171
N -1.29396 3.57755 2.12598 0.065
C -0.76255 3.74358 0.90173 -0.166
C -0.49244 2.70047 0.03032 -0.094
C -0.78268 1.40716 0.44405 -0.086
C -1.33015 1.20498 1.70353 -0.065
C -1.56724 2.31392 2.50099 -0.137
H -0.55036 4.77208 0.62563 0.098
H -0.06558 2.89321 -0.94701 0.088
H -0.58411 0.56430 -0.20962 0.074
H -1.56793 0.20910 2.05752 0.102
H -1.99795 2.20747 3.49337 0.063
N -2.58272 1.37871 5.37818 0.034
C -1.69114 1.75850 6.31134 -0.137
C -1.67837 1.27231 7.60863 -0.066
C -2.64281 0.34198 7.97049 -0.073
C -3.57720 -0.06711 7.02837 -0.075
C -3.50454 0.47508 5.75571 -0.147
H -0.95970 2.48974 5.98119 0.108
H -0.93399 1.61210 8.31868 0.093
H -2.66614 -0.06100 8.97765 0.108
H -4.34359 -0.79097 7.27757 0.101
H -4.21021 0.18445 4.98333 0.103
N -2.86943 -5.00596 -3.85151 0.019
C -3.84029 -4.91274 -4.77968 -0.149
C -4.95841 -5.72912 -4.81036 -0.066
C -5.08648 -6.70393 -3.83032 -0.057
C -4.09966 -6.82480 -2.86076 -0.063
C -3.02076 -5.95835 -2.91291 -0.155
H -3.69369 -4.13814 -5.52604 0.100
H -5.71040 -5.60703 -5.58030 0.082
H -5.94782 -7.36356 -3.82179 0.114
H -4.16846 -7.57482 -2.08238 0.108
H -2.22584 -6.01105 -2.17526 0.098
N -7.91846 -4.36446 -5.74497 0.041
C -8.43644 -3.90465 -4.59178 -0.152
C -9.75120 -3.49281 -4.44717 -0.071
C -10.58403 -3.55338 -5.55614 -0.073
C -10.07615 -4.02204 -6.76021 -0.070
C -8.74815 -4.41405 -6.80258 -0.149
H -7.74558 -3.87321 -3.75488 0.100
H -10.11537 -3.13338 -3.49247 0.104
H -11.61969 -3.23845 -5.48278 0.109
H -10.69828 -4.08184 -7.64485 0.105
H -8.30583 -4.79084 -7.71969 0.103
N 1.56646 0.60646 9.53179 0.047
C 2.48592 1.50888 9.14392 -0.147
C 3.54145 1.21865 8.29434 -0.083
C 3.66187 -0.07916 7.81708 -0.089
C 2.72834 -1.03234 8.20210 -0.081
C 1.70669 -0.64236 9.05273 -0.162
H 2.35090 2.50802 9.54606 0.103
H 4.25116 1.98631 8.01346 0.076
H 4.47589 -0.34577 7.15067 0.102
H 2.79310 -2.05435 7.84862 0.099
H 0.95069 -1.35003 9.37917 0.099
N 6.49103 2.37890 8.82940 0.050
C 7.17811 1.22493 8.90021 -0.145
C 8.55997 1.15327 8.97049 -0.072
C 9.28016 2.33996 8.96365 -0.078
C 8.59738 3.54643 8.88937 -0.073
C 7.21379 3.51310 8.82629 -0.143
H 6.57095 0.32484 8.89927 0.097
H 9.06092 0.19461 9.02865 0.103
H 10.36381 2.32487 9.01602 0.107
H 9.12822 4.49060 8.88141 0.103
H 6.63476 4.42982 8.77073 0.104
N 5.12638 1.14898 -4.17703 0.038
C 4.72438 1.90988 -5.21115 -0.159
C 5.59182 2.57406 -6.06280 -0.071
C 6.95607 2.45248 -5.83620 -0.068
C 7.40014 1.67522 -4.77515 -0.065
C 6.45365 1.04744 -3.98199 -0.150
H 3.64903 1.97667 -5.34517 0.094
H 5.21148 3.17173 -6.88220 0.105
H 7.66687 2.95873 -6.48083 0.111
H 8.45732 1.55956 -4.56990 0.107
H 6.75129 0.42622 -3.14279 0.103
N -2.24612 7.06894 -3.92902 0.062
C -2.01322 6.28513 -4.99615 -0.150
C -1.58261 4.97100 -4.90811 -0.089
C -1.37504 4.43099 -3.64597 -0.088
C -1.60578 5.21808 -2.52629 -0.064
C -2.03884 6.52020 -2.71905 -0.135
H -2.18655 6.75323 -5.96002 0.104
H -1.41333 4.38446 -5.80341 0.084
H -1.03663 3.40541 -3.53578 0.085
H -1.45348 4.82873 -1.52746 0.069
H -2.23652 7.17396 -1.87525 0.108
```

Computed properties:
Kohn-Sham gap ... 7.378 eV
E ... -69672.3275 eV
LUMO ... -3.164 eV
Spin multiplicity ... 1
F_max ... 7.48 eV/Å
Net charge ... +1

No. 3
The following is a quantum chemistry calculation of C39H35FeO4P2S2 as an isolated structure, from the OMol25 dataset.

```
83
Properties=species:S:1:pos:R:3:lowdin_spin:R:1
Fe 0.35942 -0.85853 1.66384 3.679
C 0.10002 -4.65965 1.41314 0.001
C -1.13247 -4.71487 0.55850 0.002
C -1.94629 -5.84151 0.60435 0.000
C -3.08294 -5.95536 -0.18131 0.002
C -3.42631 -4.92927 -1.04498 0.000
C -2.62789 -3.79688 -1.10544 0.003
C -1.49424 -3.67009 -0.31075 0.007
P -0.44995 -2.16326 -0.33778 0.028
C -1.29595 -1.12022 -1.58371 0.003
C -0.75440 -0.95709 -2.85327 0.002
C -1.36396 -0.13683 -3.79385 0.000
C -2.52661 0.53456 -3.46032 0.001
C -3.08223 0.36099 -2.19848 0.000
C -2.49121 -0.46544 -1.25054 0.001
C -3.15462 -0.67136 0.07927 0.002
C 1.09666 -2.73944 -1.05506 0.014
C 1.16817 -3.83396 -1.91952 0.002
C 2.37281 -4.44842 -2.19694 0.009
C 3.52457 -3.96591 -1.56483 0.003
C 3.47354 -2.87388 -0.73196 0.006
C 2.26529 -2.18137 -0.47336 0.013
C 2.21197 -1.02039 0.37695 0.025
H 0.21447 -5.59103 1.96726 0.000
H 0.04653 -3.84105 2.13502 0.000
H 0.99582 -4.51451 0.80886 0.000
H -1.67666 -6.64584 1.27738 0.000
H -3.69702 -6.84484 -0.11596 0.000
H -4.30790 -5.00388 -1.66821 0.000
H -2.90070 -2.99286 -1.77908 0.000
H 0.16454 -1.47408 -3.10378 0.000
H -0.92137 -0.01780 -4.77547 0.000
H -3.00876 1.18844 -4.17730 0.000
H -4.00260 0.87212 -1.94121 0.000
H -4.07756 -0.09282 0.13914 0.000
H -2.51131 -0.37595 0.90782 0.001
H -3.40352 -1.72113 0.24764 0.000
H 0.25006 -4.23961 -2.33176 0.000
H 2.41958 -5.30479 -2.85641 0.001
H 4.47609 -4.45567 -1.73889 0.000
H 4.38000 -2.50998 -0.26265 0.000
H 1.76343 -0.16505 -0.12335 0.004
H 3.15277 -0.74936 0.84682 0.003
O 1.42965 -1.62065 3.45337 0.043
S 0.31743 -0.92321 4.17323 0.002
O 0.41760 -0.94856 5.60924 0.004
O 0.28674 0.45512 3.57237 0.036
S -1.36038 -1.77048 3.39672 0.058
O -0.20067 0.95629 0.66586 0.034
P 0.31319 2.35927 0.57689 0.007
C 0.15336 2.98859 -1.10547 0.001
C 0.70016 2.21310 -2.12741 0.001
C 0.65368 2.66160 -3.43615 0.000
C 0.05170 3.87644 -3.73327 0.000
C -0.50569 4.64398 -2.72158 0.000
C -0.45281 4.20238 -1.40755 0.001
C 2.04114 2.58032 1.02271 0.000
C 2.93552 3.28437 0.21933 0.000
C 4.26114 3.41131 0.60498 0.000
C 4.69677 2.82765 1.78547 0.000
C 3.80747 2.12721 2.58725 0.000
C 2.47856 2.00341 2.21514 0.000
C -0.64142 3.42942 1.66354 0.001
C -1.85663 2.95008 2.14031 0.000
C -2.62022 3.73576 2.98934 0.000
C -2.17258 4.99437 3.36143 0.000
C -0.95375 5.47037 2.89720 0.000
C -0.18420 4.68487 2.05498 0.000
H 1.15997 1.25933 -1.89719 0.000
H 1.07792 2.05443 -4.22468 0.000
H 0.01014 4.22198 -4.75839 0.000
H -0.98452 5.58594 -2.95400 0.000
H -0.89299 4.79994 -0.62023 0.000
H 2.60592 3.72837 -0.71141 0.000
H 4.95477 3.95320 -0.02491 0.000
H 5.73573 2.91409 2.07736 0.000
H 4.14340 1.65738 3.50121 0.000
H 1.79527 1.43829 2.84332 0.000
H -2.17193 1.94988 1.87833 0.000
H -3.55293 3.35264 3.38008 0.000
H -2.76495 5.59953 4.03509 0.000
H -0.59449 6.44223 3.20942 0.000
H 0.78373 5.03763 1.71824 0.000
```

Computed properties:
Energy relative to the best compared isomer or geometry (same formula, charge and spin) ... 0.0 kcal per mole
Kohn-Sham gap (alpha / beta) ... 5.896 / 6.598 eV
E ... -123841.2547 eV
LUMO (alpha / beta) ... 2.266 / 2.264 eV
Spin multiplicity ... 5
F_max ... 0.64 eV/Å
<S²> ... 6.016
Net charge ... -1